Molecular formula: C17H15F3N8O3
Method: DFT, the ωB97M-V functional and the def2-TZVPD basis

Cartesian coordinates (Å):
O1 -0.766 5.568 0.293
O2 -4.713 3.672 0.456
F1 5.303 -4.874 0.819
F2 4.240 -5.366 2.761
F3 3.499 -6.181 0.844
N1 1.565 -4.386 -3.081
N2 1.777 -1.323 0.222
N3 0.710 1.517 0.920
N4 -1.258 0.675 -0.016
O3 0.903 -5.129 -4.111
C1 -1.948 5.199 0.372
C2 -3.555 3.297 0.517
C3 0.682 -3.596 -2.539
C4 0.733 -0.686 -0.258
C5 -0.390 -4.751 -4.191
C6 -0.609 -3.857 -3.202
C7 0.210 -1.438 -1.369
C8 0.934 -2.607 -1.453
C9 0.053 0.573 0.240
C10 0.013 2.602 1.254
C11 -1.877 1.780 0.317
C12 -1.315 2.798 0.990
N5 -2.852 6.013 -0.241
N6 0.738 3.644 1.691
N7 -3.161 2.122 -0.047
N8 1.906 -2.519 -0.491
C13 -2.506 4.285 2.663
C14 4.079 -5.093 1.445
C15 -2.325 3.941 1.178
C16 3.062 -3.421 -0.273
C17 3.195 -3.850 1.222
H1 -1.104 -5.239 -4.812
H2 -1.483 -3.265 -2.995
H3 -0.656 -1.130 -1.969
H4 -2.540 6.840 -0.739
H5 -3.852 5.848 -0.074
H6 0.416 4.549 1.333
H7 1.726 3.427 1.587
H8 -3.824 1.402 -0.145
H9 -3.326 5.021 2.737
H10 -2.770 3.409 3.241
H11 -1.597 4.768 3.057
H12 3.034 -4.296 -0.977
H13 3.915 -2.814 -0.543
H14 3.548 -3.007 1.815
H15 2.189 -4.119 1.555

Maximum force: 0.0576 Eh/bohr
SMILES: C[C@]1(C(N)=O)C(=O)Nc2nc(-c3cc(-c4ccon4)n(CCC(F)(F)F)n3)nc(N)c21
Electronic energy: -44088.31383 eV
Frontier orbital gap: 9.268 eV